# 1
{
  "formula": "C53H48ClF4N5OP2Ta",
  "method": "ωB97M-V/def2-TZVPD",
  "elements": ["Ta", "Cl", "P", "P", "F", "F", "F", "F", "O", "N", "N", "N", "N", "N", "C", "C", "C", "C", "C", "C", "C", "C", "C", "C", "C", "C", "C", "C", "C", "C", "C", "C", "C", "C", "C", "C", "C", "C", "C", "C", "C", "C", "C", "C", "C", "C", "C", "C", "C", "C", "C", "C", "C", "C", "C", "C", "C", "C", "C", "C", "C", "C", "C", "C", "C", "C", "C", "H", "H", "H", "H", "H", "H", "H", "H", "H", "H", "H", "H", "H", "H", "H", "H", "H", "H", "H", "H", "H", "H", "H", "H", "H", "H", "H", "H", "H", "H", "H", "H", "H", "H", "H", "H", "H", "H", "H", "H", "H", "H", "H", "H", "H", "H", "H", "H"],
  "coordinates": [[-0.399, -0.046, 0.035], [4.322, -5.872, 0.891], [-0.313, 0.172, 2.930], [1.338, 1.735, 1.346], [-4.700, 1.844, -4.710], [-0.527, -0.672, -2.396], [-0.880, -0.869, -5.031], [-4.361, 2.106, -2.138], [0.274, -1.701, 0.415], [1.995, -0.316, -1.007], [1.294, 0.724, 2.711], [0.437, 1.847, -1.603], [-2.978, -1.427, 0.357], [-2.062, 0.813, -0.791], [3.174, 2.389, -4.029], [-0.466, 2.241, 4.781], [4.095, 1.118, 0.929], [2.489, -2.411, 0.129], [2.828, -1.191, -0.555], [-0.165, -1.239, 4.056], [-1.931, -3.227, -1.087], [4.441, 3.462, -0.536], [-1.181, 1.458, 3.875], [5.326, 1.418, 0.370], [-0.587, 5.308, 1.864], [-3.222, -2.366, 1.477], [3.120, -4.674, 0.690], [-3.044, -2.203, -0.907], [3.213, 3.182, 0.038], [-1.134, 3.139, 5.597], [2.424, 0.579, -2.001], [2.409, 0.434, 3.632], [1.594, 1.687, -2.290], [0.011, -1.068, 5.429], [-0.257, 4.040, 1.408], [-3.226, 2.509, 4.594], [1.114, 3.670, -3.603], [-1.752, -0.137, -4.349], [-3.671, 1.216, -4.173], [3.939, 1.288, -3.771], [1.264, 5.231, 3.404], [-3.480, 1.348, -2.801], [3.551, 0.381, -2.774], [1.161, -2.717, 0.443], [-3.139, 1.020, 0.176], [-0.248, -2.524, 3.523], [0.173, 5.902, 2.860], [-0.338, 2.873, -1.900], [-2.400, 0.744, -2.148], [-2.823, 0.471, -4.970], [1.975, 2.592, -3.313], [-0.043, 3.817, -2.886], [-3.350, -1.739, 2.851], [-1.572, 0.006, -2.992], [0.804, -4.017, 0.774], [0.114, -3.460, 5.699], [3.032, 2.008, 0.781], [5.501, 2.581, -0.369], [0.838, 3.373, 1.946], [-2.565, 1.601, 3.781], [-3.928, -0.292, 0.311], [3.466, -3.396, 0.283], [1.606, 3.972, 2.944], [0.160, -2.182, 6.240], [-2.513, 3.275, 5.504], [1.777, -4.990, 0.897], [-0.098, -3.632, 4.338], [-0.153, -4.628, 3.917], [-3.031, 3.982, 6.138], [2.777, -0.583, 3.488], [-2.684, 1.270, 1.142], [-2.062, -4.091, -0.437], [0.611, 2.166, 4.849], [-4.616, -0.380, -0.533], [-0.577, 3.731, 6.311], [2.398, 3.886, -0.073], [-0.079, 6.894, 3.208], [1.500, -6.003, 1.156], [-0.845, 3.563, 0.630], [0.223, -4.324, 6.340], [3.220, 1.135, 3.449], [3.980, 0.205, 1.502], [-1.431, 5.835, 1.439], [-4.279, -1.186, 2.978], [1.857, 5.699, 4.178], [-3.017, -1.503, -1.737], [3.461, 3.099, -4.794], [-4.010, -2.720, -0.955], [-2.999, 0.368, -6.032], [6.162, 0.746, 0.521], [-3.787, 1.847, -0.094], [2.100, 0.535, 4.669], [4.833, 1.089, -4.345], [4.500, -3.180, 0.040], [0.304, -2.053, 7.304], [-2.511, -1.078, 3.048], [-2.382, -3.062, 1.488], [6.465, 2.807, -0.805], [-0.726, 4.633, -3.073], [-1.260, 2.961, -1.338], [-3.137, 1.002, 3.087], [-3.343, -2.528, 3.603], [-1.947, -3.593, -2.113], [-4.301, 2.613, 4.524], [3.882, -1.103, -0.812], [1.376, 4.352, -4.403], [4.575, 4.376, -1.099], [4.155, -0.507, -2.646], [-0.470, -2.638, 2.474], [-0.237, -4.265, 0.936], [-0.949, -2.787, -0.904], [0.015, -0.083, 5.875], [-4.538, -0.253, 1.210], [-4.124, -2.955, 1.273], [2.474, 3.470, 3.356]],
  "forces_ev_per_angstrom": [[1.1, 3.1, -0.7], [0.1, 0.0, 0.0], [0.4, 0.5, -0.4], [-0.6, -0.3, 0.6], [-0.1, 0.0, 0.0], [0.0, 0.1, 0.7], [0.0, 0.0, 0.0], [0.1, 0.0, 0.1], [-0.3, -1.0, 0.2], [-1.2, -0.2, 0.7], [0.2, -0.5, -0.3], [-0.6, -0.7, 0.7], [0.5, 0.2, 0.2], [0.7, -0.2, 0.0], [0.1, -0.1, 0.0], [0.0, 0.0, 0.0], [0.0, 0.0, 0.1], [-0.3, 0.0, 0.2], [0.0, 0.0, -0.2], [-0.2, -0.1, -0.5], [-0.1, 0.1, 0.0], [0.1, 0.0, 0.0], [0.0, -0.2, -0.3], [0.1, -0.1, 0.0], [-0.1, 0.0, 0.0], [0.0, 0.0, 0.2], [-0.2, 0.1, 0.0], [0.1, -0.2, -0.2], [0.0, 0.0, 0.1], [0.0, 0.0, 0.0], [0.4, 0.2, -0.5], [0.0, 0.1, 0.2], [0.3, 0.1, -0.3], [0.0, 0.1, 0.0], [0.0, -0.1, 0.0], [0.0, 0.0, 0.0], [0.0, -0.1, 0.1], [0.1, 0.0, 0.0], [0.1, -0.1, -0.1], [0.0, 0.2, -0.1], [0.0, 0.0, 0.0], [0.0, 0.1, 0.2], [-0.2, -0.1, 0.3], [0.8, -0.6, 0.0], [0.0, -0.8, 0.4], [0.1, 0.1, 0.1], [0.0, 0.0, 0.0], [-0.1, 0.1, 0.1], [0.0, 0.0, -0.6], [-0.1, 0.1, 0.1], [-0.1, 0.0, 0.1], [0.1, 0.1, -0.1], [-0.1, 0.0, -0.2], [0.0, 0.0, -0.1], [-0.4, 0.3, 0.0], [0.0, 0.0, 0.0], [-0.3, 0.0, -0.2], [-0.1, 0.1, 0.0], [-0.1, -0.1, -0.6], [0.0, 0.0, 0.0], [0.1, 0.2, 0.0], [0.1, 0.0, -0.1], [0.1, 0.1, -0.1], [0.0, 0.0, 0.1], [0.0, 0.0, 0.0], [0.2, 0.0, 0.0], [0.0, 0.0, -0.1], [0.0, 0.0, 0.0], [0.0, 0.0, 0.0], [0.0, 0.0, 0.0], [0.0, 0.0, -0.1], [0.0, 0.0, 0.0], [0.0, 0.0, 0.0], [0.0, -0.2, 0.0], [0.0, 0.0, 0.0], [0.0, 0.0, 0.0], [0.0, 0.0, 0.0], [0.0, 0.0, 0.0], [0.0, 0.1, 0.1], [0.0, 0.0, 0.0], [0.0, 0.0, 0.0], [0.0, 0.0, 0.0], [0.0, 0.0, 0.0], [0.0, 0.0, 0.0], [0.0, 0.0, 0.0], [-0.1, 0.0, 0.1], [0.0, 0.0, 0.0], [0.0, 0.1, 0.0], [0.0, 0.0, 0.0], [0.0, 0.0, 0.0], [0.1, 0.1, 0.0], [0.0, 0.0, 0.0], [0.0, 0.0, 0.0], [0.0, 0.0, 0.0], [0.0, 0.0, 0.0], [-0.1, 0.0, 0.1], [0.0, 0.0, 0.0], [0.0, 0.0, 0.0], [0.0, 0.0, 0.0], [0.1, 0.0, -0.1], [0.0, 0.0, 0.1], [0.0, 0.0, 0.0], [0.0, 0.0, 0.0], [0.0, 0.0, 0.0], [0.0, 0.0, -0.1], [0.0, 0.1, 0.0], [0.0, 0.0, 0.0], [0.0, 0.0, 0.0], [0.0, -0.1, 0.0], [0.1, 0.0, 0.1], [-0.3, -0.3, -0.2], [0.0, 0.0, 0.0], [0.0, 0.0, 0.0], [0.0, 0.0, -0.1], [0.0, 0.0, 0.0]],
  "total_charge": 3,
  "multiplicity": 1
}



# 2
{
  "formula": "F24InNO3P4",
  "method": "ωB97M-V/def2-TZVPD",
  "elements": ["In", "P", "P", "P", "P", "F", "F", "F", "F", "F", "F", "F", "F", "F", "F", "F", "F", "F", "F", "F", "F", "F", "F", "F", "F", "F", "F", "F", "F", "O", "O", "O", "N"],
  "coordinates": [[0.759, -0.839, 0.272], [2.713, 2.363, 4.884], [-3.162, 3.515, -0.864], [-1.984, -5.064, -2.837], [3.857, 1.082, -4.368], [-0.367, -4.590, -2.881], [-1.684, -6.518, -2.224], [4.042, 1.889, 5.499], [1.804, 2.556, 6.201], [-3.035, 2.062, -1.656], [-3.581, -5.294, -2.693], [3.235, 2.291, 3.345], [-3.086, 4.987, -0.035], [-2.986, 4.226, -2.315], [-1.991, -4.520, -1.306], [3.739, 0.610, -5.877], [3.728, -0.495, -3.848], [-1.519, 3.446, -0.654], [3.978, 1.491, -2.787], [-2.268, -3.447, -3.228], [-3.185, 2.597, 0.495], [2.479, 0.750, 4.959], [2.217, 1.109, -4.360], [3.852, 2.669, -4.776], [-1.953, -5.615, -4.386], [3.112, 3.938, 5.074], [1.366, 2.470, 4.023], [-4.798, 3.444, -0.928], [5.497, 1.217, -4.392], [-3.797, -3.456, 5.532], [-2.333, -2.590, 4.366], [-1.975, -3.166, 6.382], [-2.674, -3.117, 5.385]],
  "forces_ev_per_angstrom": [[-0.1, 0.3, -0.3], [-1.7, 0.0, -0.5], [1.5, -0.7, 0.3], [0.5, 2.3, 0.4], [-0.4, 0.7, 1.4], [-1.1, -1.5, -0.4], [0.4, -0.1, -0.8], [3.0, 1.4, 1.5], [0.5, -0.4, 0.5], [-0.4, 0.5, 0.0], [0.4, -0.2, -0.8], [2.4, 0.0, 0.0], [-0.9, -2.0, -1.1], [-0.6, 0.1, 1.3], [0.1, 0.2, 1.0], [1.0, -0.1, -0.4], [1.0, 0.8, -0.6], [-0.3, 0.4, -0.7], [-0.7, 0.0, -0.3], [-0.3, -1.4, -0.8], [-0.8, 0.8, 0.4], [-1.8, -1.2, -0.8], [0.3, 0.4, 0.7], [-0.4, -0.5, -0.1], [0.0, 0.8, 1.6], [-0.3, -1.0, -1.1], [-2.3, 1.1, 0.4], [1.6, 0.8, -0.1], [-0.7, -1.4, -0.6], [-3.3, -1.5, 0.0], [1.1, 0.3, -1.5], [1.4, -0.3, 0.4], [0.9, 1.6, 1.1]],
  "total_charge": -2,
  "e_above_lowest_ev": 8.746,
  "multiplicity": 1
}



# 3
{
  "formula": "C23H35FO16",
  "method": "ωB97M-V/def2-TZVPD",
  "elements": ["F", "O", "O", "O", "O", "O", "O", "O", "O", "O", "O", "O", "O", "O", "O", "O", "O", "C", "C", "C", "C", "C", "C", "C", "C", "C", "C", "C", "C", "C", "C", "C", "C", "C", "C", "C", "C", "C", "C", "C", "H", "H", "H", "H", "H", "H", "H", "H", "H", "H", "H", "H", "H", "H", "H", "H", "H", "H", "H", "H", "H", "H", "H", "H", "H", "H", "H", "H", "H", "H", "H", "H", "H", "H", "H"],
  "coordinates": [[-4.812, 1.151, -2.266], [-0.758, -0.762, -1.080], [-2.526, -0.931, -3.281], [-5.018, 3.412, 0.093], [5.800, -4.160, 3.113], [-1.995, -3.100, -3.620], [2.428, -0.623, -5.077], [-1.264, -2.326, 1.593], [6.782, -2.608, 4.417], [-2.420, -2.304, -1.542], [0.772, 0.660, -5.836], [3.166, -0.736, 1.667], [2.833, 1.538, -5.579], [5.266, -3.976, 5.294], [4.866, 0.503, 0.948], [2.758, 1.254, 0.693], [-3.345, 4.835, 0.579], [-2.282, -2.207, -2.897], [-4.168, 5.501, 1.550], [5.455, -0.566, 1.699], [-4.336, -0.081, -1.830], [-2.812, -0.135, -2.104], [-3.945, 3.889, -0.176], [-2.122, -1.004, -1.046], [0.063, -1.651, -0.320], [-5.173, -1.153, -2.490], [-2.356, 2.150, -1.057], [-3.081, 3.480, -1.345], [0.265, -0.678, -5.846], [6.509, -2.096, 5.727], [1.228, -1.387, -4.921], [3.524, 0.426, 1.064], [-4.011, 4.892, 2.928], [-0.115, -1.577, 1.186], [5.937, -3.640, 4.173], [2.086, 0.618, -5.505], [4.326, -1.577, 1.755], [-0.108, -0.140, 1.717], [5.854, -3.287, 6.404], [-2.186, 1.233, -2.283], [-5.209, 5.473, 1.233], [-4.491, -0.114, -0.749], [-3.838, 6.539, 1.543], [0.037, 0.582, 0.914], [-5.039, -2.109, -1.984], [-3.722, 3.381, -2.219], [0.298, -1.061, -6.867], [5.728, -0.189, 2.686], [4.334, -2.258, 0.904], [1.401, -2.424, -5.195], [-1.126, 1.074, -2.470], [-2.519, -0.885, -0.040], [-2.600, 1.688, -3.182], [0.911, -1.336, -3.878], [0.762, -2.095, 1.590], [-4.767, 5.303, 3.598], [4.297, -2.155, 2.671], [1.084, -1.340, -0.543], [-1.368, 2.369, -0.653], [-6.217, -0.852, -2.425], [7.436, -1.775, 6.193], [-0.065, -2.680, -0.663], [-0.758, -0.719, -5.478], [6.580, -3.948, 6.879], [0.713, 0.009, 2.413], [-4.166, 3.814, 2.883], [5.080, -3.020, 7.118], [-1.046, 0.115, 2.220], [-2.353, 4.269, -1.526], [-3.026, 5.101, 3.345], [-1.811, -1.775, 2.157], [-4.898, -1.276, -3.536], [5.830, -1.247, 5.636], [-2.905, 1.632, -0.265], [6.345, -0.928, 1.193]],
  "forces_ev_per_angstrom": [[-0.1, 0.1, -0.1], [0.0, -0.1, 0.0], [0.1, -0.1, -0.1], [0.1, 0.1, -0.1], [0.0, 0.0, 0.0], [-0.1, -0.2, -0.2], [-0.1, 0.1, -0.1], [-0.1, 0.0, -0.2], [0.0, 0.0, 0.0], [0.4, -0.2, 0.0], [0.0, 0.0, 0.0], [0.0, 0.0, 0.0], [0.0, 0.0, 0.0], [0.0, 0.0, 0.0], [0.0, 0.0, 0.0], [0.0, 0.0, 0.0], [-0.1, 0.2, -0.4], [-0.2, 0.4, 0.2], [-0.1, 0.0, 0.3], [0.0, -0.1, 0.1], [0.0, -0.1, -0.1], [0.1, 0.0, 0.1], [0.1, -0.1, 0.2], [-0.1, 0.4, 0.1], [0.1, -0.1, 0.1], [0.2, -0.1, 0.0], [-0.1, 0.0, 0.1], [0.2, 0.1, 0.1], [-0.2, -0.2, 0.1], [0.0, 0.0, 0.1], [-0.1, -0.2, 0.1], [0.0, 0.0, 0.0], [-0.1, 0.0, 0.0], [0.2, 0.1, 0.1], [0.0, 0.0, 0.0], [0.0, 0.0, 0.0], [0.1, -0.1, 0.0], [0.1, 0.1, -0.1], [0.1, 0.0, 0.1], [0.2, 0.1, -0.1], [0.0, -0.1, -0.1], [0.0, 0.2, 0.0], [0.1, 0.0, 0.0], [0.0, 0.0, 0.0], [0.0, 0.0, 0.0], [-0.1, 0.0, 0.1], [0.1, 0.0, 0.0], [0.0, 0.0, 0.0], [0.0, 0.0, 0.0], [0.1, 0.0, 0.0], [0.0, 0.0, -0.1], [-0.2, -0.3, 0.0], [-0.1, 0.0, 0.1], [0.0, 0.0, 0.0], [0.0, 0.0, 0.0], [0.0, 0.1, 0.0], [-0.1, 0.0, 0.0], [0.0, 0.0, -0.1], [0.0, 0.0, 0.1], [0.0, -0.1, 0.0], [0.0, 0.0, 0.0], [-0.1, 0.0, 0.0], [0.0, 0.2, 0.0], [0.0, 0.0, 0.0], [-0.1, 0.0, 0.1], [0.0, 0.0, 0.0], [-0.1, 0.0, -0.1], [0.0, -0.1, 0.0], [0.0, 0.0, -0.1], [0.0, -0.1, 0.0], [0.0, 0.0, 0.1], [-0.1, 0.1, 0.0], [0.0, 0.0, 0.0], [0.0, -0.1, 0.0], [0.0, 0.0, -0.1]],
  "total_charge": 0,
  "smiles": "CCOC(=O)CCC[C@@]1([C@H](C)F)OC(=O)O[C@H]1OC[C@@H](C)O.O=C1OCCO1.O=C1OCCO1.O=C1OCCO1",
  "multiplicity": 1
}



Number 1: E_HOMO -15.82 eV, molar mass 1125.3 g/mol, largest force on an atom 3.33 eV/A. Number 2: E_HOMO -7.43 eV, molar mass 756.7 g/mol, largest force on an atom 3.66 eV/A. Number 3: E_HOMO -10.14 eV, molar mass 586.5 g/mol, largest force on an atom 0.51 eV/A.